C8H22LiNO9 | ωB97M-V/def2-TZVPD

The calculation puts the total energy at -28772.246 eV. The net charge is -2. The value obtained for the orbital gap is 5.5 eV.

```
41
Properties=species:S:1:pos:R:3:forces:R:3
Li -0.091114 -0.504436 0.687411 -0.5 1.1 1.1
N -3.027986 -0.135534 -0.033985 0.1 -0.1 0.7
O -2.962665 -1.243973 -0.670586 -0.3 0.8 0.3
O -4.043796 0.585178 -0.143936 0.8 -0.6 -0.1
O -2.103492 0.166362 0.760898 -0.8 -0.2 -1.2
C 2.760970 1.997245 -1.132844 -0.4 -0.9 0.4
C 2.118318 1.130025 -0.016018 -0.8 -0.5 0.1
O 0.795694 1.404073 0.329761 0.6 0.0 -1.2
H 2.489762 3.037071 -0.970943 0.4 0.3 -0.1
H 2.405512 1.656425 -2.109415 -0.4 0.3 0.0
H 3.831443 1.764336 -1.150566 0.2 0.6 0.2
H 2.742974 1.115473 0.893462 0.3 0.4 0.0
H 2.227228 0.090356 -0.396355 0.0 -0.2 0.0
C 1.068657 -2.083118 4.530246 0.6 0.0 1.2
C 0.971353 -1.335590 3.177245 -0.8 -0.8 -0.6
O -0.276178 -0.910564 2.810146 0.9 -0.4 -0.2
H 0.541320 -1.577967 5.348641 -0.3 0.1 -0.3
H 2.092920 -2.189975 4.931843 0.2 0.4 -0.4
H 0.757037 -3.134677 4.547914 -0.6 0.2 -0.5
H 1.344677 -2.111109 2.464845 0.4 -0.2 -0.3
H 1.753847 -0.557295 3.114276 0.1 0.3 0.4
C -0.562299 4.122692 -1.674712 0.6 0.1 1.4
C -1.561897 2.989903 -1.721929 0.3 -0.7 0.1
O -0.911521 1.747387 -1.850561 0.2 -0.3 -0.6
O -0.011400 4.239138 -0.338299 -0.2 -0.1 -0.7
H -1.000962 5.096334 -1.903976 -0.1 0.0 -0.1
H 0.297371 3.913459 -2.317607 -0.3 0.0 -0.6
H -2.224874 3.045747 -2.590972 -0.1 0.3 0.1
H -2.146186 2.988774 -0.793608 -0.2 0.3 -0.1
H -0.243522 1.581388 -1.139589 -0.2 0.2 0.6
H 0.345956 3.345641 -0.140086 0.0 -0.1 0.5
C -0.473854 -2.992679 -0.485301 -0.4 -1.2 1.2
C -1.010247 -3.625805 -1.745982 -0.7 0.7 -0.7
O -1.782009 -2.720057 -2.541062 0.7 -0.4 0.3
O 0.310462 -1.839152 -0.710587 -0.1 -0.3 -0.1
H 0.083216 -3.748939 0.091498 0.4 0.0 -0.4
H -1.269375 -2.768160 0.227868 -0.1 0.6 -0.4
H -1.657282 -4.485277 -1.550775 0.2 -0.2 0.6
H -0.166413 -3.995748 -2.340760 0.0 0.1 -0.2
H -2.179721 -2.089249 -1.899788 -0.1 0.2 -0.2
H 0.768064 -1.967723 -1.545794 0.0 0.4 0.0
```
Positions in Å, forces in eV/Å.

=====

C8H23Cl2O2P2Tc | ωB97M-V/def2-TZVPD

As for the multiplicity: 4. As for the expectation value of S²: 3.787. The calculation puts the total energy at -58550.506 eV. The net charge is +3. The value obtained for the orbital gap (spin up / spin down) is 7.0 / 3.6 eV.

```
38
Properties=species:S:1:pos:R:3:forces:R:3
C 2.603870 -0.961571 -3.193292 -0.6 -1.6 1.1
C 1.782572 -0.705446 -1.910013 -1.3 0.5 2.1
H 2.866382 -2.045370 -3.362745 -0.5 1.1 0.2
H 3.498832 -0.385072 -2.981441 0.4 0.2 -0.1
H 2.045394 -0.482016 -4.015232 0.1 -0.2 0.2
O 1.228320 -1.166850 -0.887066 2.3 0.8 -4.4
Cl 1.605072 1.156115 -1.735056 0.0 -0.8 -0.7
Tc -1.065803 0.155859 1.166928 -1.6 -1.3 2.3
P 1.238555 0.338854 1.442751 2.6 0.4 2.3
C 1.738188 -0.865905 2.738730 -0.8 -0.5 -0.1
C 2.956004 0.354496 0.756628 0.0 0.1 -1.0
H 3.573972 0.515396 1.654601 -0.1 -0.1 -0.7
H 2.504520 1.852150 2.797479 -0.6 0.2 0.0
H 3.084464 1.181203 0.035763 0.3 -0.4 0.7
H 1.335560 2.753381 1.736816 0.1 -0.1 0.5
H 1.883429 -1.851029 2.288286 0.1 0.0 0.1
H 3.204547 -0.612441 0.289447 0.2 0.5 0.4
C 1.467034 1.905573 2.427967 -0.9 0.1 -0.6
H 2.697274 -0.511796 3.129279 -0.3 -0.1 0.1
H 0.710440 1.920923 3.232388 0.5 0.2 -0.3
H 0.996322 -0.952660 3.538628 0.2 0.0 0.0
P -1.635584 0.183651 -1.050561 -3.4 0.4 -2.8
C -3.010609 -1.035023 -1.273504 -0.3 -1.3 1.0
C -2.678057 1.708916 -1.311048 0.3 0.8 0.9
H -0.493994 0.887799 -3.124780 -0.7 -0.7 0.1
H -2.095913 0.064151 -3.384550 1.0 0.0 0.6
H -0.630473 -0.925186 -3.013013 -0.4 0.6 0.0
C -1.140804 0.041903 -2.793951 1.5 0.0 -1.1
H -2.012055 2.598681 -1.307800 -0.6 -0.4 0.0
H -3.182017 1.631271 -2.304410 0.4 -0.1 0.8
H -3.595322 -0.802083 -2.198610 0.5 0.0 0.9
H -3.701314 -1.071621 -0.395408 0.4 0.1 -0.7
H -3.426514 1.804122 -0.488854 0.5 0.0 -0.7
H -2.604029 -2.067842 -1.383714 -0.2 0.7 0.0
Cl -2.336486 1.423381 2.487720 0.7 -0.3 -0.8
O -1.277182 -2.172786 1.732888 2.3 0.3 -2.6
H -0.625402 -2.722490 1.135908 -2.2 0.9 2.2
H -1.701371 -2.691111 2.447598 0.3 0.1 -0.4
```
Positions in Å, forces in eV/Å.

=====

C8H23ClN2OP | ωB97M-V/def2-TZVPD

The calculation puts the total energy at -35506.527 eV. The net charge is -1. The value obtained for the orbital gap is 7.4 eV.

```
36
Properties=species:S:1:pos:R:3:forces:R:3
C 3.853026 -0.593475 0.058643 0.0 0.0 0.1
C 2.835605 -1.700614 -0.197049 -0.1 0.1 -0.1
C 1.439124 -1.471184 0.354642 0.0 0.0 -0.1
Cl 1.495991 -1.296074 2.177058 0.0 0.0 0.1
P 0.394872 -0.088711 -0.607952 0.1 0.0 0.0
C 0.953478 1.385559 0.503677 0.0 0.1 0.1
C 1.125221 2.668840 -0.299745 0.0 -0.1 0.0
N -0.123081 3.435462 -0.495079 0.0 0.0 0.0
C -1.201642 -0.578539 0.388066 -0.1 0.0 0.1
C -2.452636 -0.410120 -0.452176 0.0 0.1 -0.2
O -3.006576 0.918312 -0.328788 0.1 0.1 0.3
C -3.569900 -1.399272 -0.131931 0.0 0.0 0.0
N -4.094848 -1.329752 1.232694 0.0 0.0 0.0
H 4.840994 -0.895427 -0.298183 0.0 0.0 0.0
H 3.576006 0.323868 -0.460523 0.0 0.0 0.0
H 3.927616 -0.372458 1.125259 0.0 0.0 0.0
H 3.229709 -2.659322 0.158594 0.0 0.0 0.0
H 2.692888 -1.797345 -1.280923 0.0 -0.1 0.0
H 0.867981 -2.390779 0.219610 0.0 0.0 0.0
H 0.040839 -1.204836 -1.538021 0.0 0.0 0.0
H 1.581223 0.198739 -1.449125 -0.1 0.0 0.0
H -0.396367 0.821743 -1.444151 0.0 0.0 0.0
H 1.908420 1.127524 0.967512 0.0 0.0 0.0
H 0.267222 1.582383 1.339118 0.0 -0.1 0.0
H 1.858523 3.324676 0.183058 0.0 0.0 0.0
H 1.535685 2.407576 -1.284272 0.0 0.0 0.0
H -0.471093 3.286915 -1.432729 0.0 -0.1 0.0
H -0.840010 3.036576 0.099011 0.0 0.1 0.1
H -1.310398 -0.012260 1.323093 0.0 0.0 0.0
H -1.094306 -1.626958 0.683407 0.0 0.0 0.0
H -2.185304 -0.540484 -1.512587 0.0 0.0 0.0
H -2.404940 1.417261 0.238813 -0.1 -0.1 -0.2
H -3.195694 -2.410661 -0.312091 0.0 0.0 0.0
H -4.401625 -1.235549 -0.824221 0.0 0.0 0.0
H -4.328761 -0.360032 1.419034 0.0 0.0 0.0
H -3.347241 -1.561585 1.878257 0.0 0.0 0.0
```
Positions in Å, forces in eV/Å.

=====

C8H23LiNO4 | ωB97M-V/def2-TZVPD

The calculation puts the total energy at -18544.471 eV. The net charge is +1. The value obtained for the orbital gap is 10.3 eV.

```
37
Properties=species:S:1:pos:R:3:forces:R:3
Li 0.055027 0.257622 0.073459 -0.3 0.3 0.2
C -0.408973 2.123622 -2.005541 -5.1 -3.8 -1.4
O 0.206027 0.893622 -1.926541 1.1 0.1 5.7
H -1.420973 1.998622 -2.548541 0.7 0.1 1.5
H 0.029027 2.570622 -2.731541 3.5 4.4 -3.8
H -0.521973 2.532622 -1.086541 -0.1 1.5 2.5
H 0.199027 0.428622 -2.681541 -0.2 -2.3 -4.3
C -0.144973 1.545622 2.730459 -0.3 -1.8 1.1
O -0.095973 1.878622 1.363459 -2.0 -4.3 -0.3
H 0.823027 1.527622 3.291459 -0.3 -0.5 -1.0
H -0.682973 0.577622 2.700459 0.5 0.4 0.9
H -0.698973 2.264622 3.293459 -0.9 0.5 0.2
H 0.316027 2.649622 1.402459 2.9 5.6 -0.9
C -3.202973 0.345622 0.283459 -1.2 -2.2 -0.1
O -1.973973 -0.261378 -0.089541 1.3 2.3 2.0
C -2.107973 -1.528378 -0.539541 0.7 0.3 -5.1
C -0.755973 -2.104378 -0.720541 2.9 5.1 1.1
N -0.078973 -1.868378 0.561459 -0.8 0.2 1.9
C 1.328027 -2.121378 0.631459 2.1 -2.3 -2.1
C 2.233027 -1.115378 -0.167541 -2.0 -1.0 3.4
O 2.011027 0.176622 0.394459 1.2 0.5 -2.2
C 3.054027 1.083622 -0.093541 0.6 -1.9 -2.8
H -3.074973 1.341622 0.781459 0.0 -1.4 0.0
H -3.868973 -0.567378 0.810459 1.4 3.1 -0.9
H -3.575973 0.509622 -0.712541 -1.5 0.5 -0.1
H -2.474973 -1.480378 -1.630541 -0.6 -0.4 1.5
H -2.671973 -2.112378 0.098459 -1.6 -1.4 1.2
H -0.048973 -1.702378 -1.505541 -1.4 0.2 0.4
H -0.667973 -3.058378 -0.810541 -0.6 -6.3 -1.4
H -0.592973 -2.532378 1.207459 1.1 1.4 -0.4
H 1.517027 -3.184378 0.132459 0.2 1.8 1.1
H 1.712027 -2.091378 1.624459 -0.2 -0.4 1.0
H 1.998027 -1.386378 -1.110541 -2.0 1.1 -4.1
H 3.224027 -1.415378 -0.324541 2.2 -0.3 1.5
H 3.364027 1.093622 -1.256541 -2.0 0.1 2.2
H 3.968027 0.696622 0.231459 1.5 -0.9 1.1
H 3.034027 2.033622 0.329459 -1.0 1.7 0.5
```
Positions in Å, forces in eV/Å.

=====

C8H23N2SbSr | ωB97M-V/def2-TZVPD

The calculation puts the total energy at -19017.653 eV. The value obtained for the orbital gap (spin up / spin down) is 5.0 / 7.1 eV.

```
35
Properties=species:S:1:pos:R:3:forces:R:3
Sr 0.878521 -0.711531 -1.072503 -0.4 0.0 0.3
N 1.668448 0.680671 1.072396 0.1 -0.2 0.0
C 0.870761 0.525716 2.299479 0.0 0.0 0.0
C 0.715955 -0.959870 2.654995 0.0 0.0 0.0
C -0.738385 -1.410643 2.783384 0.0 0.0 0.0
C -1.532982 -1.371392 1.484780 0.0 0.0 0.0
N -0.873186 -2.168605 0.424665 -0.1 0.1 -0.1
H 2.513645 0.112305 1.129837 0.0 0.1 0.1
H 1.944984 1.647999 0.940888 -0.1 0.0 0.0
H -0.106631 0.975985 2.108859 0.0 0.0 0.0
H 1.311938 1.073643 3.136205 0.0 0.0 0.0
H 1.234629 -1.176270 3.589790 0.0 0.0 0.0
H 1.222694 -1.560319 1.892960 0.0 0.0 0.0
H -1.255247 -0.778097 3.510663 0.0 0.0 0.0
H -0.768430 -2.427821 3.187028 0.0 0.0 0.0
H -1.633290 -0.347439 1.115089 0.0 0.0 0.0
H -2.543976 -1.738015 1.682976 0.0 0.0 0.0
H -1.566330 -2.400955 -0.281591 0.0 0.0 0.0
H -0.549067 -3.051203 0.808209 0.0 0.0 0.0
C -1.693987 3.256645 -2.434817 -0.2 0.1 -0.1
Sb -0.609545 2.188101 -0.916331 -0.3 0.2 0.1
C 1.093190 1.856711 -2.246130 0.1 0.1 -0.2
C -1.743422 0.033379 -2.413298 0.6 -0.4 0.1
H -1.793937 2.660438 -3.338732 0.0 0.0 0.0
H -1.190294 4.192003 -2.680337 0.1 0.0 0.1
H -2.694657 3.503365 -2.078335 0.0 0.0 0.1
H 1.247748 2.799290 -2.767675 0.1 0.0 0.0
H 0.847776 1.113706 -3.017817 0.1 0.0 0.0
H 2.046149 1.617792 -1.759717 0.0 0.0 0.0
H -1.846778 0.503261 -3.391836 0.0 0.1 0.0
H -2.728877 -0.219246 -2.017464 0.0 0.1 0.1
H -1.226372 -0.929067 -2.604316 -0.1 -0.1 -0.1
C 2.892148 -2.143458 -0.334399 -0.1 -0.2 -0.3
H 3.867180 -2.339105 -0.801586 0.1 0.1 0.1
H 2.739628 -3.007974 0.334682 0.1 0.0 0.1
```
Positions in Å, forces in eV/Å.